# C66H181LiN16O17

A molecular structure, C66H181LiN16O17 at a distorted geometry (ωB97M-V/def2-TZVPD, the Open Molecules 2025 dataset).

XYZ file:
```
281
Properties=species:S:1:pos:R:3:forces:R:3:mulliken_charge:R:1
Li 2.547301 0.994729 -1.260710 -0.69 -0.43 -0.18 1.020
C -1.510839 -0.761851 -1.044650 -0.53 -0.73 -0.36 2.721
C -0.665739 0.477519 -1.201750 1.33 0.66 -1.08 0.711
O 0.674361 0.342189 -1.652220 -0.65 -0.53 0.69 1.443
H -1.294819 -1.300521 -0.122010 0.36 -0.45 -0.25 0.038
H -1.501649 -1.370401 -1.948910 0.94 -0.54 0.03 -0.484
H -2.592599 -0.629801 -1.022870 -0.13 0.98 0.40 -1.306
H -0.735019 1.019229 -0.258430 -0.09 0.34 0.21 -1.135
H -1.179739 1.133189 -1.904600 -0.44 0.32 -0.33 -0.606
C -2.507379 3.995959 4.545870 -0.77 -0.13 2.01 -1.553
C -1.401959 2.974569 4.372980 0.53 0.73 1.00 1.630
C -1.391699 1.782059 5.379870 -1.01 1.09 0.50 0.852
O -1.737919 2.293489 6.667590 0.01 0.66 -0.24 -0.496
C -1.695539 1.415919 7.771080 -0.08 -0.44 -0.77 -0.777
N -1.582289 2.470469 3.056630 0.16 -0.83 -1.11 1.633
H -2.460609 4.511779 5.504950 0.17 0.29 -0.03 0.433
H -3.443379 3.440889 4.608390 -0.23 -0.04 -0.13 0.049
H -2.628739 4.711109 3.732270 0.46 -0.11 -0.07 0.183
H -0.436219 3.462359 4.505320 0.02 0.17 -0.18 0.023
H -0.430049 1.272869 5.443500 0.23 -0.01 -0.31 -0.113
H -2.160469 1.087439 5.041350 -0.16 -0.41 0.01 -0.765
H -0.696589 1.001139 7.905810 0.26 0.15 0.26 0.293
H -2.349319 0.560679 7.600070 -0.28 -0.21 0.05 0.236
H -2.049349 1.956019 8.649270 0.24 0.02 -0.09 0.305
H -1.649879 3.233269 2.398100 0.95 0.52 -0.20 -0.598
H -2.574349 2.284029 3.022440 -0.57 -1.04 -0.20 -1.386
C 1.487981 -3.262821 -1.482350 0.06 -0.82 -0.25 -0.176
C 2.046661 -3.177651 -2.929220 -1.55 -3.24 0.97 1.054
C 1.030501 -3.774311 -3.949280 -0.30 -0.13 -0.53 -0.798
O 0.604841 -5.124481 -3.732390 0.07 0.03 0.18 -0.273
C 1.590221 -6.129291 -3.942640 -0.05 0.16 1.08 -0.547
N 2.453301 -1.865431 -3.129080 -0.19 0.76 -1.01 0.655
H 2.176451 -2.750931 -0.809980 -0.08 0.12 0.07 -0.018
H 1.336991 -4.278631 -1.117080 0.43 -0.33 -0.14 -0.246
H 0.483061 -2.856081 -1.369200 0.10 0.62 -0.33 0.125
H 2.884011 -3.861411 -3.068500 0.50 0.07 0.44 -0.091
H 1.394491 -3.815741 -4.975870 0.74 0.58 -0.19 0.711
H 0.128411 -3.167271 -4.025690 -0.23 0.04 0.42 -0.614
H 2.143651 -6.137241 -4.881650 -0.41 0.44 -0.50 0.293
H 1.086401 -7.086151 -3.805940 0.00 0.05 -0.14 0.327
H 2.353751 -6.049211 -3.168880 0.12 -0.12 0.18 -0.035
H 1.704521 -1.265981 -2.812730 -0.65 0.58 0.53 -0.439
H 2.521201 -1.654741 -4.114520 0.23 0.08 -0.21 -0.467
C 0.482031 6.113739 3.449560 -0.67 -1.58 -0.99 -0.696
C 0.042371 6.990409 2.265900 0.73 0.62 0.72 0.548
C -1.243049 6.538899 1.537410 1.31 -1.01 0.36 -1.050
O -0.985449 5.270279 0.948180 -0.15 0.25 -0.43 0.223
C -2.150609 4.747999 0.362120 -0.18 -0.38 -0.55 -0.963
N -0.177829 8.343629 2.734260 -0.58 0.85 0.59 -0.817
H -0.349539 5.994689 4.144120 -0.01 -0.03 0.20 0.212
H 1.400171 6.310739 4.003000 -0.08 1.00 -0.27 0.602
H 0.714531 5.139409 3.019750 -0.26 -0.41 0.08 -0.383
H 0.918811 7.100789 1.627330 -0.29 -0.51 -0.70 0.247
H -1.584749 7.234849 0.771260 0.20 0.31 0.07 0.351
H -2.040959 6.381039 2.263040 -0.25 0.36 0.35 0.360
H -2.855339 4.404679 1.119480 -0.11 -0.31 0.13 0.418
H -1.877029 3.955019 -0.333900 0.18 -0.43 0.41 -0.244
H -2.716999 5.418669 -0.284030 0.16 0.79 0.08 0.543
H -1.003349 8.321909 3.315770 -0.74 0.15 -0.06 0.298
H 0.498381 8.511089 3.465560 0.63 0.34 -0.16 0.323
C -4.988109 3.450249 -2.982090 0.64 -0.71 -0.56 -1.979
C -3.772889 2.478209 -2.811300 -2.20 0.51 2.12 1.524
C -4.098379 1.052099 -3.219150 -0.44 -1.86 -0.02 0.104
O -5.166429 0.378899 -2.483210 -0.78 1.57 0.27 -0.439
C -5.448519 -0.941441 -2.910670 1.02 0.29 -0.02 -0.540
N -2.610409 3.029299 -3.431170 0.49 0.32 -1.17 0.813
H -5.922819 3.144649 -2.511970 0.22 -0.51 0.07 0.306
H -5.140029 3.481489 -4.060990 -0.26 0.56 -0.08 0.471
H -4.768459 4.426539 -2.549990 0.24 0.16 -0.32 0.381
H -3.600619 2.507049 -1.735390 -0.09 -0.73 0.55 -0.740
H -3.241249 0.415259 -3.000370 0.61 0.10 -0.39 -0.541
H -4.378959 0.924599 -4.264670 0.39 0.46 -0.36 0.687
H -6.249549 -1.398311 -2.329530 0.26 0.33 0.51 0.317
H -4.498989 -1.461861 -2.785570 -0.13 -0.77 -0.09 0.081
H -5.779109 -1.075181 -3.940690 0.15 0.57 -0.43 0.396
H -1.805809 2.419049 -3.449030 -0.11 -0.32 0.19 -0.313
H -2.312809 3.850189 -2.923570 -0.06 0.02 0.02 -0.549
C 4.709231 2.518219 -3.904340 0.12 -0.13 0.38 -1.982
C 3.734801 1.338899 -3.914660 -1.83 0.63 -1.86 1.266
C 3.798191 0.582789 -5.267660 0.87 0.61 -0.66 -1.717
O 2.811411 -0.417041 -5.451720 0.19 -0.95 0.72 -0.036
C 3.039411 -1.375711 -6.456650 0.39 0.40 -1.14 -1.137
N 3.837371 0.444629 -2.841590 1.44 -0.59 1.52 0.540
H 4.540041 3.177779 -4.755490 -0.15 0.12 0.18 0.435
H 5.771011 2.271929 -3.912330 0.09 -0.74 -0.43 0.370
H 4.668211 3.054469 -2.956260 -0.67 0.25 -0.06 0.392
H 2.695291 1.640379 -3.785670 0.06 1.17 -0.62 -0.081
H 4.797891 0.148529 -5.278520 0.19 -0.37 -0.28 0.475
H 3.676641 1.217839 -6.145180 0.34 0.63 0.09 0.690
H 2.381751 -2.239301 -6.357760 -0.14 0.22 0.34 0.272
H 4.063881 -1.734021 -6.557570 0.32 -0.01 0.74 0.304
H 2.869431 -0.936311 -7.439570 -0.39 0.16 -0.21 0.336
H 3.165761 -0.304701 -2.928530 0.11 0.12 0.06 -0.333
H 4.712051 -0.044311 -2.968010 0.34 -0.11 0.51 0.018
C 4.062831 -8.690621 0.186820 0.28 0.59 0.75 -1.566
C 3.011021 -7.793551 0.945770 0.63 -2.10 -1.34 0.672
C 1.882301 -7.336361 0.020810 2.24 -0.46 0.15 0.192
O 0.982251 -6.653811 0.809080 -1.12 0.33 -0.53 -0.168
C -0.280589 -6.629361 0.166390 -0.49 1.45 0.76 -0.802
N 2.412531 -8.609921 1.995980 0.14 0.45 0.51 -0.831
H 3.701381 -9.577611 -0.333470 -0.58 0.19 -0.01 0.331
H 4.751441 -9.078701 0.937370 -0.07 -0.02 0.20 0.433
H 4.717151 -8.149441 -0.496620 -0.30 0.27 -0.21 0.301
H 3.567481 -6.981991 1.414610 -0.24 0.26 -0.10 0.048
H 1.432271 -8.221801 -0.428180 -0.16 -0.31 -0.02 0.467
H 2.347391 -6.794591 -0.802760 -0.38 0.76 -0.28 -0.505
H -0.970419 -6.145431 0.857790 -0.16 -0.39 0.23 0.294
H -0.655139 -7.614561 -0.111440 0.16 -0.07 -0.08 0.481
H -0.279709 -5.917951 -0.659440 0.21 -0.35 -0.63 0.212
H 1.766301 -7.961711 2.422970 -0.21 -0.03 0.64 0.319
H 1.781301 -9.254871 1.542460 0.00 -0.51 -0.13 0.318
C 5.108021 1.758789 0.272950 0.27 0.06 0.55 -1.153
C 3.747821 1.645679 0.994620 1.20 2.79 -1.82 1.822
C 2.882431 2.883529 0.591160 -1.17 -0.46 -0.31 -0.339
O 2.608741 2.924489 -0.851120 0.71 -0.07 0.67 -0.487
C 1.403261 3.549379 -1.284380 -0.16 -0.06 0.03 -0.814
N 3.129741 0.423779 0.571150 -0.99 0.10 0.33 2.299
H 5.656011 2.692809 0.397130 -0.17 0.17 0.70 0.413
H 5.058021 1.704189 -0.814530 -0.42 -0.62 0.05 -0.153
H 5.699611 0.950769 0.703340 0.44 -0.03 -0.47 0.358
H 3.874741 1.793009 2.067130 0.08 -0.30 0.24 -0.814
H 3.304731 3.826979 0.937080 0.42 -0.02 -0.17 0.821
H 1.918261 2.806079 1.093640 -0.16 -0.11 0.09 -0.595
H 1.313591 3.334499 -2.349220 -0.14 -0.34 0.07 0.209
H 1.344711 4.635349 -1.211240 0.65 0.23 0.43 0.425
H 0.549571 3.167339 -0.724610 -0.12 -0.27 -0.09 -0.145
H 2.297901 0.430949 1.143940 -0.86 -0.32 -0.20 -1.400
H 3.637111 -0.381981 0.907930 0.60 -0.10 0.02 -0.711
C 1.512321 -0.685561 3.575790 0.23 -0.92 0.38 -1.989
C 0.526501 -0.631661 2.407020 0.34 -0.02 1.77 3.343
C -0.811359 -1.221151 2.961330 -0.13 0.60 -0.75 -0.020
O -0.874199 -2.598811 3.276490 0.81 -0.56 -0.23 -0.407
C -0.721819 -3.339591 2.072420 0.14 -0.30 -0.20 0.324
N 0.448361 0.757029 1.983390 0.29 -0.64 -0.69 1.953
H 1.116311 -0.270101 4.502430 -0.25 0.53 -0.12 -0.155
H 2.479611 -0.224081 3.377110 -0.02 -0.01 -0.21 0.531
H 1.676971 -1.720311 3.876260 0.22 -0.26 -0.17 0.598
H 0.951751 -1.223681 1.596610 -0.25 -0.02 -0.20 -0.671
H -1.596389 -1.016151 2.233450 -0.29 0.22 -0.25 -0.429
H -1.050689 -0.664151 3.867180 -0.03 -0.10 0.12 -0.073
H 0.266781 -3.202961 1.634130 -0.04 0.55 -0.35 -0.443
H -1.539459 -3.071791 1.403210 0.13 0.13 -0.45 -0.318
H -0.735669 -4.427391 2.140370 -0.45 0.02 1.11 0.474
H 0.104031 0.798759 1.034820 0.07 0.02 -0.07 -1.833
H -0.187809 1.333319 2.515630 -0.48 0.01 0.42 -0.863
C -0.235459 1.468509 -6.739610 0.46 -0.35 -0.79 -1.701
C -0.571719 1.052379 -5.331550 -0.20 -0.56 -0.39 0.629
C -1.295619 -0.341301 -5.332650 -0.47 1.92 -0.20 0.438
O -2.514189 -0.223161 -6.094220 -0.14 -1.51 0.10 -0.401
C -3.105309 -1.531701 -6.192800 0.46 -0.30 -0.23 -0.521
N 0.633841 1.047399 -4.553880 0.55 0.24 0.33 0.819
H 0.158421 2.484809 -6.748540 -0.13 0.07 -0.01 0.380
H -1.087839 1.372229 -7.412130 -0.07 0.18 0.09 0.353
H 0.554121 0.832769 -7.140240 0.17 -0.19 -0.12 0.207
H -1.181389 1.908659 -5.043130 -0.59 -0.67 0.60 -0.573
H -1.543919 -0.670951 -4.323800 0.04 0.05 0.33 -0.493
H -0.603679 -1.071361 -5.752550 0.06 -0.21 -0.35 0.691
H -4.053059 -1.622791 -6.723430 -0.24 1.07 0.21 0.369
H -3.205139 -2.020661 -5.223750 -0.14 0.29 0.24 -0.027
H -2.494179 -2.214401 -6.783180 0.66 0.05 -0.08 0.358
H 1.378111 0.476479 -4.928320 -0.47 0.09 -0.75 -0.307
H 0.585811 0.711559 -3.602560 -0.80 0.15 0.91 -0.631
C 3.760961 -3.346881 2.197700 -0.34 -0.66 0.16 -1.034
C 4.774811 -2.423821 2.868810 -0.14 -2.24 0.15 0.779
C 6.050711 -3.209121 3.252080 0.24 0.56 0.54 -0.954
O 6.809991 -2.512031 4.307830 0.17 -1.05 -1.12 -0.362
C 7.586291 -3.459501 5.055760 -1.37 -0.96 0.78 -0.858
N 5.054691 -1.415251 1.919640 0.46 1.83 0.06 -0.053
H 2.778861 -2.906001 2.026810 0.11 0.50 0.19 -0.286
H 3.563971 -4.232021 2.802540 0.11 -0.19 -0.08 0.659
H 4.089431 -3.643751 1.201670 0.28 -0.24 -0.04 -0.040
H 4.309121 -2.080481 3.792580 0.20 0.57 -0.03 0.174
H 6.724111 -3.322971 2.402570 0.04 0.28 -0.38 0.293
H 5.759371 -4.240641 3.450060 0.12 -0.08 1.06 0.548
H 8.051171 -4.295141 4.532600 0.02 0.31 -0.90 0.316
H 6.820781 -3.939411 5.665510 0.20 -0.39 0.52 0.350
H 8.356211 -3.112811 5.745050 -0.23 1.05 -0.39 0.268
H 5.576091 -1.823011 1.156760 0.04 -0.14 -0.30 -0.322
H 5.709341 -0.792581 2.371100 0.21 0.59 -0.16 0.306
C -3.728879 -2.804021 4.817140 0.48 0.25 -0.84 -1.744
C -4.168699 -1.507981 5.495480 0.29 -0.22 -0.07 2.335
C -5.384089 -0.742791 4.863930 1.26 -2.40 -0.97 -0.788
O -5.380059 0.624499 4.891770 0.27 1.01 0.23 -0.275
C -5.521399 1.251979 6.170340 -0.48 -0.11 -1.22 -0.934
N -4.431429 -1.845401 6.879810 -0.67 0.30 0.88 -0.733
H -2.810009 -3.170601 5.274760 -0.09 0.03 0.35 0.556
H -3.409239 -2.659951 3.785070 -0.24 0.17 -0.14 -0.135
H -4.451969 -3.619281 4.841700 -0.34 0.15 0.11 0.577
H -3.284689 -0.873001 5.554050 -0.01 0.46 -0.63 -0.997
H -6.252119 -1.257991 5.275260 -0.65 0.49 0.48 0.519
H -5.441199 -1.001471 3.806610 0.22 0.00 -0.27 -0.052
H -6.034709 2.179299 5.915960 -0.09 0.09 0.48 0.259
H -4.560689 1.502819 6.620000 0.01 -0.38 0.25 0.065
H -6.173839 0.583259 6.731790 0.12 0.40 0.69 0.621
H -4.661779 -2.823451 6.982170 0.02 -0.18 -0.01 0.281
H -5.278839 -1.348751 7.115050 -0.03 -0.04 0.72 0.274
C -1.828009 6.409419 -3.902690 0.13 0.72 -0.47 -0.732
C -2.404419 6.593939 -5.309680 -0.12 -1.41 -0.54 0.291
C -2.197529 5.326949 -6.221580 0.06 1.11 0.33 -0.158
O -2.645369 5.614359 -7.561590 -0.36 -0.94 0.95 -0.412
C -2.761499 4.415869 -8.342460 0.50 0.77 -0.07 -0.619
N -3.825489 6.907589 -5.157260 -0.06 0.14 -0.64 -0.819
H -0.751589 6.245839 -3.851200 -0.01 -0.41 -0.24 0.457
H -2.384799 5.615519 -3.404880 0.16 0.16 0.06 -0.415
H -1.980269 7.352069 -3.377010 -0.25 -0.08 0.19 0.455
H -1.967809 7.418069 -5.873840 0.25 0.19 0.31 0.401
H -2.731739 4.485739 -5.779900 -0.21 -0.16 -0.07 -0.052
H -1.136629 5.076879 -6.229300 0.29 -0.12 -0.13 0.300
H -3.281049 3.574769 -7.883420 -0.37 0.27 0.46 0.248
H -1.760129 4.042149 -8.556210 0.16 -0.03 -0.30 0.266
H -3.275669 4.713699 -9.256260 0.13 -0.17 -0.02 0.310
H -4.168199 6.894879 -6.107250 -0.36 0.45 -0.36 0.359
H -4.322679 6.118029 -4.770610 0.10 -0.35 0.54 0.222
C -2.837219 -3.951301 -3.397910 -0.13 0.47 0.23 -1.096
C -3.143339 -4.493851 -2.014170 0.29 -0.83 -0.06 1.747
C -3.966739 -3.602471 -1.087850 -0.04 -0.87 -0.58 0.138
O -4.050439 -4.243671 0.157020 0.16 -0.14 1.69 -0.441
C -4.762189 -3.545291 1.199020 0.84 0.49 -0.81 -0.248
N -3.741159 -5.825471 -2.187270 -0.05 0.28 0.02 -0.831
H -3.694369 -4.010031 -4.068690 -0.21 0.26 0.11 0.562
H -2.041669 -4.526821 -3.871190 0.13 -0.10 0.15 0.561
H -2.475429 -2.928921 -3.288660 -0.08 0.15 -0.32 -0.621
H -2.164029 -4.643541 -1.559580 0.27 0.38 0.48 -1.003
H -4.993359 -3.560181 -1.451670 -0.06 0.66 -0.49 0.549
H -3.424049 -2.657861 -1.051620 -0.42 0.43 0.29 -0.412
H -4.390129 -2.527091 1.312820 0.26 0.35 -0.28 -0.220
H -4.549559 -3.981511 2.175030 -0.26 -0.60 -0.35 0.269
H -5.824959 -3.432321 0.984840 -0.19 -0.44 0.01 0.448
H -3.472829 -6.391501 -1.394990 -0.25 -0.20 0.17 0.312
H -3.252669 -6.207051 -2.984690 -0.11 -0.47 -0.13 0.348
C 3.658551 1.701949 5.379690 0.36 -0.06 0.71 -1.371
C 2.638841 2.827509 5.237570 -0.28 -0.42 -0.48 1.059
C 3.263231 4.217729 5.396840 -0.36 0.55 1.21 -0.796
O 3.820631 4.434089 6.711590 0.29 -0.48 -0.45 -0.385
C 4.423001 5.713489 6.911540 0.02 -0.84 -0.70 -0.792
N 2.067921 2.742519 3.884430 0.27 0.56 -0.41 0.833
H 4.268241 1.682869 4.476360 0.17 0.09 0.01 0.200
H 3.311401 0.681989 5.544820 -0.75 0.11 -0.32 0.240
H 4.297201 1.834909 6.252940 0.19 0.47 -0.10 0.489
H 1.772331 2.788809 5.897690 0.39 -0.33 0.91 0.126
H 2.433931 4.923919 5.356080 -0.14 0.25 -0.61 0.274
H 3.985581 4.436809 4.610510 0.17 -0.09 -0.10 0.404
H 5.034581 5.999729 6.055890 0.07 -0.03 -0.31 0.323
H 5.121861 5.605849 7.741060 -0.41 0.20 0.23 0.278
H 3.675721 6.496859 7.038000 -0.08 0.05 0.36 0.279
H 1.758781 1.816639 3.625050 0.29 -0.30 0.10 -0.423
H 1.217601 3.284239 3.824490 0.09 0.29 -0.05 -1.162
C 6.574881 -0.933501 -1.584920 0.68 -0.78 0.63 -1.000
C 6.503071 -2.277751 -2.337180 -1.88 0.96 0.56 0.015
C 5.810481 -3.371741 -1.498100 0.60 1.43 -0.60 0.100
O 5.693471 -4.471091 -2.349250 -0.47 -1.70 0.51 -0.459
C 4.767491 -5.416501 -1.805160 -0.40 0.27 0.04 -0.162
N 5.655621 -2.022621 -3.508980 0.72 -0.53 -1.12 -0.288
H 7.179221 -1.015701 -0.681520 0.38 -0.09 0.06 0.572
H 5.614021 -0.597551 -1.195070 -0.21 -0.08 -0.45 -0.289
H 7.031791 -0.166671 -2.210450 -0.19 0.01 -0.02 0.479
H 7.477631 -2.631001 -2.674160 0.03 0.11 0.04 0.504
H 4.809871 -3.027831 -1.236140 -0.27 0.29 0.16 -0.385
H 6.369241 -3.501981 -0.571320 0.21 -0.77 0.22 0.528
H 5.088231 -5.815181 -0.842730 0.29 -0.08 0.04 0.338
H 4.500651 -6.237091 -2.471130 0.85 0.01 -0.35 0.449
H 3.795971 -4.949711 -1.642870 -0.06 0.42 0.29 -0.539
H 5.656841 -2.886281 -4.032600 0.26 -0.14 -0.50 0.483
H 4.671231 -1.960411 -3.291680 -0.29 0.27 0.77 -0.452
C -4.058179 0.574739 0.912210 -0.29 0.37 -0.88 -0.657
C -4.962099 1.755749 1.236760 -0.88 -1.02 -0.12 0.354
C -6.418629 1.315489 1.479090 0.43 -0.86 -0.47 -0.830
O -7.223829 2.440279 1.672020 -0.57 0.22 -0.18 -0.387
C -8.555009 2.121049 2.090860 1.02 0.16 0.11 -0.801
N -4.457119 2.312599 2.455350 -0.33 1.09 0.69 0.209
H -4.432349 -0.017961 0.077460 -0.10 -0.07 0.02 0.457
H -3.954139 -0.049551 1.799640 0.03 -0.08 0.08 -0.352
H -3.075629 0.943669 0.617980 0.10 -0.04 0.18 -0.545
H -4.990239 2.584389 0.529180 0.24 -0.38 -0.63 0.560
H -6.432539 0.627199 2.324180 0.11 0.20 0.90 0.129
H -6.803439 0.628849 0.725060 -0.15 0.39 -0.93 0.714
H -9.142199 3.038849 2.060100 0.07 -0.12 0.02 0.266
H -8.469869 1.746229 3.110840 -0.41 -0.10 0.19 0.252
H -9.004269 1.356669 1.456830 -0.05 -0.03 -0.14 0.318
H -4.790669 1.701869 3.187370 0.25 -0.35 0.60 -0.499
H -5.054829 3.116849 2.581900 0.13 0.67 0.46 0.441
```
Forces are in eV/Å.

Orbital gap = 8.0 eV
E_HOMO = -0.277 hartree
Total energy = -4785.55989 Ha